C31H65InNO25S6 | wB97M-V/def2-TZVPD

```
129
Properties=species:S:1:pos:R:3:forces:R:3:mulliken_charge:R:1
C 8.17353 3.44255 1.41126 1.0220 0.8086 -0.0237 -0.722
C 7.89462 3.58545 -0.17780 -0.6235 0.8764 0.2068 -0.553
C 6.79268 2.55936 -0.78180 0.5962 -0.5265 -0.7984 -0.234
C 6.62862 1.16712 0.02845 -1.3208 -0.6702 -0.2386 -0.020
C 5.60214 1.27605 1.31260 1.0010 1.1667 0.8137 0.501
C 6.13350 0.43914 2.61309 0.4673 0.1352 -0.5258 -0.780
C 6.15106 -1.15713 2.33893 0.1385 0.2052 0.2949 -0.682
C 4.71762 -1.77874 1.90998 0.4132 -0.6645 0.2334 0.565
C 3.53290 -1.57060 2.99237 -1.0692 0.2674 0.1171 -0.242
C 2.14850 -2.38410 2.61463 0.7117 -0.5124 -0.4216 -0.556
C 1.97662 -2.58627 0.98630 0.5989 -1.1210 0.6985 -0.007
C 0.56211 -3.25483 0.59336 0.0785 -0.4779 -0.0979 -0.705
C -0.70764 -2.26106 0.51426 -0.1182 -0.4312 -0.9265 -0.521
C -0.44114 -0.71156 0.87565 -2.0415 0.3771 0.5562 0.401
C -1.87221 -0.12696 1.46810 -0.1603 -0.2207 -0.0235 -0.788
C -2.81996 0.48767 0.30721 0.9118 -0.1350 0.3712 -0.555
In -4.90391 0.74917 1.20029 -0.2109 -1.1746 -0.0066 0.746
C -6.57865 0.28861 -0.27884 0.5045 -0.7597 -0.2808 -0.239
N -7.06716 1.61607 -0.83847 1.2399 -0.2100 -0.9238 -0.674
C -5.12202 2.78405 2.20271 -0.6205 1.5643 2.2188 -0.650
C -5.98734 2.63421 3.57445 -2.3415 -0.0084 -2.4348 0.072
O -7.26505 2.44259 3.54828 4.9990 0.7791 0.6308 -0.668
H 9.14326 4.06440 1.63935 -1.7815 -1.1299 -0.3511 0.355
H 7.33784 3.92132 2.04883 1.2219 -0.9841 -1.1055 0.142
H 8.39232 2.37128 1.77727 -0.5320 1.6964 -0.7506 0.104
H 8.88940 3.57800 -0.79089 -1.7891 -0.3143 1.2335 0.322
H 7.45615 4.66373 -0.33441 0.9360 -1.9303 0.2624 0.220
H 5.77194 3.09520 -0.95676 1.7323 -1.1033 0.6201 0.209
H 7.16778 2.26831 -1.85627 -0.6979 0.6071 1.8546 0.116
H 7.65146 0.68662 0.32242 -1.7667 1.0989 -0.4224 0.326
H 6.11751 0.39603 -0.69195 1.0821 1.3627 1.2037 -0.345
H 5.62539 2.40006 1.64110 -0.1572 -2.0258 -0.5917 -0.403
H 4.50574 1.04820 1.03498 1.8354 0.1273 0.3334 0.325
H 5.57713 0.74162 3.59659 0.7304 -0.6750 -1.9815 0.223
H 7.24330 0.78372 2.77381 -1.9631 -0.6645 -0.2312 0.249
H 6.56850 -1.68392 3.30119 -0.8464 0.8672 -1.7883 0.382
H 6.92596 -1.35340 1.47871 -1.4708 0.2576 1.5644 0.183
H 4.45616 -1.36017 0.85076 0.2392 -0.7038 2.0296 -0.092
H 4.85484 -2.93829 1.79357 -0.1873 2.3336 0.1126 -0.189
H 3.83847 -1.96788 4.05136 -0.2277 0.8926 -1.9678 0.242
H 3.20262 -0.45132 3.10756 0.9669 -1.9428 -0.2689 -0.052
H 1.23267 -1.88320 3.10500 1.4879 -0.6699 -0.8833 0.293
H 2.23661 -3.44623 3.10794 -0.2542 1.7997 -1.0653 0.274
H 2.80428 -3.37254 0.70870 -1.4955 1.5097 0.4046 0.084
H 2.25167 -1.62721 0.39907 -0.8599 -1.4766 1.0129 0.202
H 0.65962 -3.82080 -0.42992 -0.0200 1.1001 1.8613 0.265
H 0.31461 -4.09082 1.38063 0.6373 1.5182 -1.3395 0.188
H -1.57271 -2.75182 1.13714 1.6481 1.3094 -0.9629 0.289
H -1.09590 -2.29504 -0.59388 0.6519 0.1401 2.0854 0.092
H -0.25182 -0.07967 -0.09436 0.1004 -1.2914 1.9183 0.085
H 0.32724 -0.51201 1.71064 -0.8501 -0.5625 -1.6586 -0.162
H -1.64822 0.63793 2.33112 -0.4868 -1.1375 -1.7726 0.228
H -2.48377 -0.98219 1.99142 1.3445 1.4522 -0.9277 0.235
H -2.35885 1.49496 -0.02119 -0.6052 -1.5443 0.1398 0.227
H -2.89720 -0.26329 -0.58859 0.3090 1.4050 1.5474 0.010
H -5.07473 -0.48398 2.53825 0.1906 0.3150 -0.1899 -0.411
H -6.10547 -0.38027 -1.12125 -0.9420 1.1158 1.5015 -0.078
H -7.40670 -0.34391 0.21776 1.0436 1.1766 -0.9020 0.199
H -6.88600 1.58448 -1.87319 -0.5321 0.1349 1.3321 0.326
H -6.40007 2.34641 -0.50472 -0.9406 -0.7086 -0.3872 0.198
H -4.06184 3.17765 2.46917 -1.7213 -0.6122 -0.3446 0.235
H -5.62687 3.55786 1.49360 0.6235 -1.3991 1.3032 0.234
H -5.41371 2.71642 4.59693 -0.9212 -0.3757 -1.6037 0.215
C 1.91305 5.61258 2.25089 0.2692 0.5019 -0.2178 -0.456
C 2.35815 4.99891 0.92975 -0.7046 0.0442 -0.1759 -0.390
O 3.33514 4.02161 1.28454 0.1252 0.0189 0.9414 -0.161
S 2.95604 3.39766 2.73812 -0.1918 -0.3478 -0.0565 0.960
O 2.25243 2.16370 2.52705 0.8264 1.0735 0.4830 -0.366
O 4.10512 3.50562 3.59218 -0.9097 -0.2840 -0.7547 -0.587
O 1.87476 4.52895 3.17857 0.3961 -0.6878 -0.4602 -0.301
H 2.64233 6.34429 2.61164 -0.0453 -0.0076 -0.0641 0.281
H 0.93178 6.08521 2.17636 0.0520 -0.2641 0.1468 0.342
H 2.78267 5.73869 0.24923 0.1827 -0.2083 0.1397 0.312
H 1.52899 4.48356 0.43503 0.0151 0.1068 0.0264 0.313
C -3.08282 0.95292 -3.43987 0.5781 -0.0739 -0.1918 -0.404
C -3.50848 1.23842 -4.87490 0.0846 0.2921 0.4833 -0.471
O -4.47843 0.23804 -5.18357 4.9834 -0.7927 6.4088 -0.125
S -5.29228 -0.14153 -3.82559 0.5622 0.0643 0.3703 1.065
O -6.52128 0.60333 -3.81652 0.9236 -0.8740 0.0372 -0.636
O -5.24091 -1.56557 -3.64996 -0.4051 1.1724 -0.3684 -0.656
O -4.27236 0.55035 -2.76412 -0.7215 0.0128 -0.7095 -0.052
H -2.36981 0.12415 -3.39758 0.0138 0.1039 -0.0241 0.287
H -2.64838 1.82981 -2.95568 -0.2573 -0.1583 0.1519 0.317
H -2.67175 1.19161 -5.57406 -0.1902 -0.2314 -0.0027 0.370
H -3.99520 2.21627 -4.95473 0.0407 0.0133 0.0068 0.298
C 5.29969 -0.20105 -4.78930 0.4986 0.3514 -0.0169 -0.454
C 5.44402 0.03256 -3.29134 0.1970 -0.6822 -0.0298 -0.195
O 4.35325 0.88227 -2.94036 -0.5195 0.1810 -0.8236 -0.118
S 3.08744 0.54385 -3.90397 -0.2208 -0.1738 0.2897 1.034
O 2.21140 -0.34898 -3.19868 0.6101 0.9810 -0.8680 -0.486
O 2.63613 1.76640 -4.50616 0.2278 -1.0273 0.6641 -0.580
O 3.89640 -0.31727 -5.02151 -0.3692 0.2088 0.7453 -0.321
H 5.66950 0.65643 -5.35966 0.0335 -0.0536 0.0523 0.299
H 5.81655 -1.10488 -5.11765 -0.2953 0.0279 0.0191 0.329
H 6.39530 0.50010 -3.03298 -0.2760 0.1476 0.0225 0.260
H 5.33592 -0.90340 -2.73422 0.0829 0.0242 -0.0642 0.238
C -7.51765 -0.08658 -9.24638 -0.3705 0.4201 0.0258 -0.361
C -6.55298 0.93170 -9.84177 -0.0135 -0.3798 -0.4576 -0.363
O -5.66435 1.26922 -8.77840 -0.1269 -0.3860 0.4501 -0.330
S -5.46992 -0.03077 -7.81760 -0.7250 0.1354 0.5769 1.083
O -4.25593 -0.69656 -8.20329 -0.9876 0.5260 0.5774 -0.618
O -5.74867 0.35798 -6.46416 -4.3786 0.0030 -7.4467 -0.344
O -6.72579 -0.89967 -8.38189 0.7754 0.1630 -0.3546 -0.347
H -8.28652 0.40457 -8.64235 0.0326 0.0055 -0.0817 0.284
H -7.99560 -0.69928 -10.01337 0.1903 -0.0930 0.1823 0.304
H -7.06381 1.82140 -10.21343 0.1644 0.0103 0.2537 0.308
H -5.96103 0.48851 -10.64885 -0.1113 0.0128 -0.0124 0.301
C 3.21101 -7.54231 2.21547 -0.7183 0.1425 -0.0195 -0.216
C 3.04340 -7.95539 0.75917 0.0412 -0.6131 0.2606 -0.349
O 3.73427 -6.95828 0.00852 0.4822 0.6239 0.6188 -0.315
S 4.99576 -6.41781 0.88078 -0.0464 -0.0649 -0.0398 0.952
O 6.17468 -7.11522 0.44648 -0.8641 0.8562 0.4629 -0.604
O 4.91721 -4.98676 0.95214 0.3318 -1.3957 -0.3220 -0.406
O 4.54129 -7.03391 2.31473 0.4078 0.0274 -0.9017 -0.320
H 2.51822 -6.73767 2.47955 -0.0001 -0.0835 -0.0367 0.185
H 3.07121 -8.38052 2.90080 0.2646 0.1342 -0.0559 0.315
H 1.99566 -8.00662 0.45908 0.1864 0.2473 -0.0948 0.336
H 3.52484 -8.91890 0.56442 -0.0801 0.0191 0.0593 0.289
C -8.86771 1.03803 7.11129 0.3703 0.4894 -0.3928 -0.319
C -8.43210 0.41563 5.79199 -0.6976 0.2955 -0.2902 0.029
O -7.46633 -0.57405 6.14937 0.0703 -0.2805 1.4146 -0.194
S -7.85140 -1.18855 7.60325 0.0638 0.2244 -0.7139 1.064
O -8.57131 -2.41576 7.39780 0.6967 0.8777 0.5948 -0.557
O -6.70018 -1.09314 8.45633 -0.9556 -0.4142 -0.6264 -0.541
O -8.91840 -0.04330 8.04283 0.2874 -0.8418 -0.1782 -0.329
H -8.12898 1.76150 7.46912 -0.0537 -0.0148 -0.0687 0.295
H -9.84307 1.52267 7.03656 0.0564 -0.2540 0.1383 0.308
H -7.99933 1.14897 5.10876 0.1881 -0.1677 0.0110 0.038
H -9.26829 -0.09072 5.29960 0.0142 0.0802 0.0425 0.247
```
Positions in Å, forces in eV/Å.

Its spin multiplicity is 1. The charge is -1. As for the LUMO energy: 1.6 eV. The value obtained for the frontier orbital gap is 5.70 eV. The strongest force on any atom is 8.6 eV/Å.


C7H5F5N2 | wB97M-V/def2-TZVPD

```
19
Properties=species:S:1:pos:R:3:forces:R:3:nbo_charge:R:1
C -2.79883 0.10133 0.09678 1.0195 -1.7466 0.2636 -0.174
C -2.11533 -0.83700 0.82646 1.9698 -0.2366 0.4806 -0.203
C -2.12373 0.82868 -0.83726 0.6739 -0.3328 1.1916 -0.216
C -0.70740 -0.92880 0.75504 0.1122 0.5147 0.1703 -0.175
C -0.78230 0.87439 -0.86826 3.9610 0.9970 -0.8634 -0.149
C -0.05876 0.01740 -0.00222 1.5929 0.6345 -1.2036 -0.094
C 1.51336 0.03014 -0.01187 -0.4122 -2.0216 -5.3912 0.510
N 2.13420 0.99863 0.69335 1.1704 3.2531 1.9847 0.283
N 2.05098 -1.25881 0.30965 -0.2481 0.2529 2.0432 0.283
F 2.07546 0.21863 -1.69869 -1.3488 -0.1011 2.9421 -0.527
F 3.46762 1.33550 0.46454 -1.4623 -1.0169 -0.3685 -0.158
F 1.51083 2.23874 0.55152 0.1721 -1.2113 -0.1234 -0.183
F 1.65369 -2.29886 -0.46725 0.3256 0.8894 -0.5283 -0.165
F 3.41475 -1.23919 0.33637 -0.2671 -0.2219 -0.6319 -0.177
H -3.83325 0.10648 0.10748 -1.9251 0.1876 0.2160 0.217
H -2.52074 -1.50845 1.53002 -1.1129 -0.5569 0.4893 0.220
H -2.65281 1.38534 -1.48115 -1.8176 2.1192 -2.2636 0.213
H -0.05831 -1.64267 1.28165 -0.9418 0.2127 0.0816 0.237
H -0.16944 1.57853 -1.58617 -1.4616 -1.6154 1.5109 0.258
```
Positions in Å, forces in eV/Å.

The energy above the lowest of the compared OMol25 structures with the same formula, charge and spin is 216.7 kJ/mol. Its spin multiplicity is 1. As for the LUMO energy: -0.4 eV. The value obtained for the frontier orbital gap is 9.77 eV. The strongest force on any atom is 5.8 eV/Å.